# 1
{"formula": "C11H12N2O", "method": "the ωB97M-V functional and the def2-TZVPD basis", "homo_energy_ev": -8.007, "smiles": "CCNc1ccc(O)c2ncccc12", "multiplicity": 1, "gap_ev": 7.60, "lumo_ev": -0.41, "de_lowest_kcal_mol": 129.1, "max_force_ha_per_bohr": 0.1596, "species": ["C", "C", "N", "C", "C", "C", "C", "O", "C", "N", "C", "C", "C", "C", "H", "H", "H", "H", "H", "H", "H", "H", "H", "H", "H", "H"], "positions_angstrom": [[2.709, -0.023, -1.240], [1.657, 0.239, -2.393], [0.446, -0.308, -1.883], [-0.327, 0.307, -0.838], [-0.886, 1.594, -1.106], [-1.579, 2.213, -0.147], [-1.645, 1.491, 1.090], [-2.178, 2.038, 2.360], [-1.084, 0.262, 1.368], [-1.404, -0.432, 2.471], [-1.191, -1.687, 2.670], [-0.475, -2.368, 1.811], [-0.048, -1.725, 0.600], [-0.390, -0.349, 0.312], [2.447, 0.306, -0.136], [2.435, -1.173, -1.240], [3.804, 0.201, -1.507], [1.766, 1.408, -2.671], [2.005, -0.097, -3.303], [-0.415, -0.301, -2.627], [-0.924, 1.889, -2.325], [-2.039, 3.244, -0.153], [-2.146, 1.186, 3.074], [-1.475, -2.216, 3.660], [0.223, -3.235, 1.947], [0.715, -2.460, 0.207]], "mulliken_charge": [-0.745, -0.381, -0.119, -0.225, -0.396, -0.856, 0.305, -0.652, 0.493, -0.711, -0.294, -0.498, -0.012, 0.591, 0.194, 0.136, 0.333, 0.227, 0.482, 0.412, 0.172, 0.355, 0.461, 0.286, 0.256, 0.185]}


# 2
{"formula": "C9H17B", "method": "the ωB97M-V functional and the def2-TZVPD basis", "homo_energy_ev": [-7.241, -7.171], "multiplicity": 1, "gap_ev": [7.46, 7.33], "lumo_ev": [0.22, 0.15], "de_lowest_kcal_mol": 94.4, "max_force_ha_per_bohr": 0.0858, "species": ["B", "C", "C", "C", "C", "C", "C", "C", "C", "C", "H", "H", "H", "H", "H", "H", "H", "H", "H", "H", "H", "H", "H", "H", "H", "H", "H"], "positions_angstrom": [[-0.712, 0.378, 0.479], [-2.817, 1.231, -0.436], [-2.870, -0.118, -0.620], [-1.482, 1.725, 0.267], [-1.657, -0.812, -0.089], [-2.048, -1.969, 0.890], [2.088, 1.583, 0.024], [2.616, -0.776, 0.941], [1.992, -0.491, -1.408], [1.949, 0.057, -0.022], [-3.515, 1.966, -0.505], [-3.666, -0.679, -1.068], [-1.626, 2.197, 1.249], [-1.166, 2.511, -0.346], [-1.107, -1.293, -0.924], [-1.653, -1.621, 1.889], [-1.734, -3.002, 0.508], [-3.114, -2.065, 1.016], [1.264, 1.969, -0.715], [3.088, 2.013, -0.207], [1.864, 2.014, 1.060], [2.704, -0.321, 2.026], [3.592, -0.898, 0.503], [2.314, -1.792, 1.011], [1.072, 0.001, -1.924], [2.879, -0.231, -2.042], [1.743, -1.574, -1.558]], "mulliken_charge": [0.062, -0.632, -0.655, -0.838, 0.376, -1.126, -1.078, -1.678, -1.283, 1.186, 0.524, 0.456, 0.351, 0.438, 0.126, 0.217, 0.287, 0.402, 0.197, 0.377, 0.255, 0.268, 0.447, 0.373, 0.267, 0.350, 0.332]}


# 3
{"formula": "C3H29NO12S", "method": "the ωB97M-V functional and the def2-TZVPD basis", "homo_energy_ev": -1.523, "multiplicity": 1, "gap_ev": 6.36, "lumo_ev": 4.84, "de_lowest_kcal_mol": 0.0, "total_charge": -2, "max_force_ha_per_bohr": 0.0511, "species": ["C", "O", "C", "C", "S", "N", "H", "H", "H", "H", "H", "H", "H", "H", "H", "O", "H", "H", "O", "H", "H", "O", "H", "H", "O", "H", "H", "O", "H", "H", "O", "H", "H", "O", "H", "H", "O", "H", "H", "O", "H", "H", "O", "H", "H", "O"], "positions_angstrom": [[2.021, 0.233, 0.284], [0.795, -0.473, -0.079], [1.655, 1.201, 1.419], [2.901, 1.932, 2.062], [4.440, 1.650, 1.050], [0.639, 2.151, 0.896], [2.609, -0.586, 0.722], [2.553, 0.592, -0.588], [1.087, 0.577, 2.110], [2.965, 1.839, 3.141], [2.700, 2.983, 1.851], [1.103, 2.741, 0.219], [0.008, 1.613, 0.307], [-1.117, -2.477, 1.247], [-2.119, -1.580, 2.026], [-1.866, -2.525, 1.859], [-3.899, -3.064, 0.126], [-3.363, -3.000, -1.274], [-4.214, -3.140, -0.796], [0.534, -1.575, -3.081], [2.037, -1.080, -3.196], [1.416, -1.553, -2.609], [-1.691, 0.265, 1.596], [-3.038, 0.004, 0.876], [-2.618, 0.074, 1.794], [2.743, 2.347, -1.860], [3.383, 2.951, -0.684], [2.728, 3.178, -1.388], [-0.049, 3.624, 2.114], [-1.139, 2.992, 2.851], [-0.579, 3.771, 2.941], [2.845, -1.231, 2.541], [2.465, -0.170, 3.479], [2.704, -1.104, 3.476], [-0.895, 1.004, -2.058], [-1.567, -0.115, -2.898], [-1.766, 0.770, -2.394], [-2.726, 0.121, -1.165], [-3.722, -0.947, -1.010], [-3.500, -0.119, -0.562], [0.888, -0.784, -0.992], [-1.485, -1.793, -4.150], [-1.082, -1.318, -3.414], [-1.262, -4.030, -2.135], [-1.521, -2.531, -2.402], [-2.000, -3.415, -2.252]], "mulliken_charge": [-0.388, -0.244, 0.183, -1.069, -0.649, -0.676, 0.026, 0.205, 0.352, 0.463, 0.291, 0.497, 0.016, 0.304, 0.430, -0.712, 0.353, 0.363, -0.725, 0.394, 0.280, -0.730, 0.317, 0.557, -0.902, 0.318, 0.247, -0.686, 0.409, 0.305, -0.725, 0.359, 0.320, -0.661, 0.280, 0.496, -0.909, 0.457, 0.335, -0.789, 0.177, 0.135, -1.048, 0.273, 0.511, -0.742]}


# 4
{"formula": "C48H121BN11O19Pb", "method": "the ωB97M-V functional and the def2-TZVPD basis", "homo_energy_ev": -10.089, "multiplicity": 1, "gap_ev": 7.10, "lumo_ev": -2.99, "de_lowest_kcal_mol": 0.0, "total_charge": 1, "max_force_ha_per_bohr": 0.0387, "species": ["Pb", "O", "C", "O", "B", "O", "C", "O", "O", "C", "O", "C", "O", "O", "C", "C", "C", "O", "C", "N", "H", "H", "H", "H", "H", "H", "H", "H", "H", "H", "H", "C", "C", "C", "O", "C", "N", "H", "H", "H", "H", "H", "H", "H", "H", "H", "H", "H", "C", "C", "C", "O", "C", "N", "H", "H", "H", "H", "H", "H", "H", "H", "H", "H", "H", "C", "C", "C", "O", "C", "N", "H", "H", "H", "H", "H", "H", "H", "H", "H", "H", "H", "C", "C", "C", "O", "C", "N", "H", "H", "H", "H", "H", "H", "H", "H", "H", "H", "H", "C", "C", "C", "O", "C", "N", "H", "H", "H", "H", "H", "H", "H", "H", "H", "H", "H", "C", "C", "C", "O", "C", "N", "H", "H", "H", "H", "H", "H", "H", "H", "H", "H", "H", "C", "C", "C", "O", "C", "N", "H", "H", "H", "H", "H", "H", "H", "H", "H", "H", "H", "C", "C", "C", "O", "C", "N", "H", "H", "H", "H", "H", "H", "H", "H", "H", "H", "H", "C", "C", "C", "O", "C", "N", "H", "H", "H", "H", "H", "H", "H", "H", "H", "H", "H", "C", "C", "C", "O", "C", "N", "H", "H", "H", "H", "H", "H", "H", "H", "H", "H", "H"], "positions_angstrom": [[-1.746, 4.439, 2.376], [-0.905, 3.259, 0.210], [-0.236, 2.287, -0.066], [-0.605, 1.056, -0.062], [0.554, 0.188, -0.532], [1.560, 1.152, -0.967], [1.192, 2.372, -0.641], [1.815, 3.390, -0.767], [0.068, -0.672, -1.613], [-0.146, -1.891, -1.124], [-0.660, -2.812, -1.663], [0.420, -1.912, 0.325], [0.952, -0.704, 0.550], [0.406, -2.849, 1.050], [-6.052, 4.606, 0.170], [-4.912, 4.535, 1.168], [-5.246, 3.677, 2.370], [-4.107, 3.556, 3.212], [-4.447, 3.473, 4.588], [-3.613, 4.167, 0.580], [-5.806, 5.248, -0.678], [-7.002, 4.929, 0.596], [-6.236, 3.626, -0.280], [-4.828, 5.571, 1.533], [-5.534, 2.671, 2.027], [-6.132, 4.061, 2.879], [-3.556, 3.176, 5.146], [-5.174, 2.685, 4.802], [-4.795, 4.436, 4.967], [-3.608, 4.539, -0.376], [-3.645, 3.195, 0.198], [1.154, 2.245, 5.339], [0.197, 2.661, 4.216], [-0.802, 1.548, 3.959], [-1.602, 1.937, 2.836], [-2.621, 1.000, 2.513], [-0.540, 3.854, 4.737], [1.686, 1.314, 5.141], [0.698, 2.194, 6.325], [1.951, 2.995, 5.369], [0.716, 2.892, 3.284], [-1.453, 1.496, 4.842], [-0.312, 0.589, 3.791], [-3.240, 1.459, 1.753], [-3.268, 0.821, 3.384], [-2.240, 0.020, 2.221], [0.129, 4.461, 5.198], [-1.233, 3.577, 5.424], [4.337, -1.884, 1.029], [5.208, -1.073, 0.074], [6.067, -2.020, -0.763], [7.175, -2.565, -0.104], [8.186, -1.659, 0.233], [4.319, -0.281, -0.782], [4.893, -2.751, 1.392], [3.439, -2.260, 0.525], [3.943, -1.356, 1.902], [5.759, -0.362, 0.692], [6.427, -1.422, -1.624], [5.465, -2.791, -1.247], [7.829, -0.864, 0.904], [8.599, -1.103, -0.624], [8.981, -2.214, 0.721], [3.544, -0.815, -1.141], [4.791, 0.262, -1.489], [3.889, 1.878, 2.878], [3.774, 2.965, 1.838], [4.325, 4.289, 2.351], [3.413, 4.910, 3.261], [4.056, 5.349, 4.448], [4.373, 2.519, 0.590], [3.721, 2.285, 3.872], [4.853, 1.364, 2.880], [3.164, 1.076, 2.697], [2.692, 3.182, 1.718], [4.499, 4.963, 1.501], [5.320, 4.113, 2.775], [4.530, 4.527, 4.981], [3.291, 5.823, 5.071], [4.741, 6.181, 4.249], [4.153, 1.530, 0.478], [3.871, 2.996, -0.152], [-2.867, -2.620, 2.392], [-3.222, -3.579, 3.553], [-4.500, -4.329, 3.281], [-4.329, -5.126, 2.121], [-5.282, -6.147, 2.018], [-2.146, -4.545, 3.757], [-1.822, -2.328, 2.511], [-3.477, -1.714, 2.343], [-2.933, -3.229, 1.489], [-3.398, -2.991, 4.462], [-5.380, -3.677, 3.187], [-4.709, -4.998, 4.126], [-5.495, -6.658, 2.966], [-4.896, -6.862, 1.298], [-6.259, -5.736, 1.725], [-2.148, -5.141, 2.931], [-1.231, -4.097, 3.714], [2.078, 7.304, 1.154], [0.714, 6.743, 1.527], [-0.300, 7.060, 0.461], [-1.584, 6.696, 0.948], [-2.654, 7.254, 0.196], [0.791, 5.249, 1.775], [2.143, 8.389, 1.280], [2.312, 7.099, 0.106], [2.886, 6.941, 1.790], [0.377, 7.224, 2.452], [-0.032, 6.545, -0.475], [-0.312, 8.124, 0.207], [-2.409, 8.261, -0.144], [-3.533, 7.308, 0.835], [-2.861, 6.636, -0.681], [1.167, 4.970, 0.861], [1.608, 5.210, 2.405], [-3.671, -4.142, -2.289], [-4.675, -3.992, -3.407], [-4.403, -4.927, -4.557], [-4.977, -4.402, -5.732], [-4.954, -5.297, -6.807], [-6.068, -4.035, -2.916], [-3.804, -5.058, -1.707], [-3.647, -3.353, -1.535], [-2.666, -4.097, -2.717], [-4.587, -2.983, -3.835], [-4.898, -5.902, -4.363], [-3.347, -5.216, -4.667], [-5.491, -6.230, -6.577], [-3.934, -5.566, -7.105], [-5.486, -4.826, -7.632], [-6.406, -4.996, -2.981], [-6.685, -3.579, -3.583], [2.381, -5.073, 2.123], [2.038, -5.151, 3.595], [3.271, -4.848, 4.439], [3.313, -5.510, 5.686], [2.332, -5.098, 6.606], [0.921, -4.213, 3.798], [2.572, -4.064, 1.764], [1.513, -5.365, 1.514], [3.100, -5.811, 1.761], [1.676, -6.144, 3.866], [3.480, -3.763, 4.515], [4.211, -5.146, 3.957], [2.337, -4.006, 6.709], [2.522, -5.571, 7.568], [1.333, -5.447, 6.311], [0.733, -4.041, 4.782], [1.174, -3.292, 3.446], [-3.889, -0.423, -2.654], [-4.341, 0.926, -2.112], [-5.830, 1.010, -1.898], [-6.599, 1.063, -3.059], [-7.077, -0.199, -3.488], [-3.633, 1.305, -0.894], [-2.798, -0.538, -2.652], [-4.164, -0.611, -3.692], [-4.249, -1.234, -2.013], [-4.063, 1.670, -2.868], [-6.079, 1.918, -1.330], [-6.149, 0.241, -1.170], [-7.478, -0.093, -4.494], [-7.886, -0.534, -2.826], [-6.343, -1.008, -3.510], [-2.651, 1.066, -0.901], [-4.023, 0.950, -0.030], [5.031, 2.689, -3.183], [4.891, 1.705, -4.330], [6.172, 1.065, -4.764], [7.061, 2.071, -5.182], [8.240, 1.509, -5.703], [3.915, 0.659, -3.936], [5.695, 3.500, -3.487], [5.388, 2.231, -2.258], [4.076, 3.172, -2.955], [4.417, 2.301, -5.121], [5.976, 0.354, -5.580], [6.594, 0.486, -3.928], [8.019, 0.856, -6.554], [8.746, 0.908, -4.933], [8.953, 2.270, -6.011], [3.089, 1.121, -3.566], [3.566, 0.170, -4.757], [-0.455, -3.548, -5.157], [0.541, -3.371, -6.310], [2.008, -3.589, -5.972], [2.623, -2.674, -5.118], [2.371, -2.799, -3.724], [0.194, -4.261, -7.419], [-1.511, -3.500, -5.437], [-0.321, -2.946, -4.262], [-0.334, -4.583, -4.787], [0.415, -2.320, -6.602], [2.515, -3.561, -6.943], [2.152, -4.651, -5.693], [2.392, -3.843, -3.394], [1.409, -2.373, -3.446], [3.187, -2.243, -3.263], [-0.773, -4.566, -7.356], [0.683, -5.151, -7.330]], "mulliken_charge": [1.172, -0.784, 0.175, 0.041, 0.178, 0.944, 0.234, -0.813, -0.805, 1.009, -0.537, 0.356, -0.190, -0.535, -1.654, 0.807, -1.190, 0.340, -0.997, 0.512, 0.388, 0.476, 0.240, 0.123, 0.307, 0.521, 0.153, 0.355, 0.343, 0.388, -0.628, -1.776, 1.891, -1.185, 1.042, 0.215, -0.376, 0.342, 0.440, 0.380, -1.107, 0.375, 0.361, -0.829, 0.626, -0.596, 0.273, 0.219, -1.123, 0.718, -0.613, -0.422, -0.672, 0.868, 0.529, -0.103, 0.242, 0.384, 0.230, 0.243, 0.235, 0.287, 0.270, -0.601, -0.571, -1.201, 2.960, -1.549, -0.086, -1.045, -0.533, 0.323, 0.410, -0.152, -1.333, 0.395, 0.459, 0.344, 0.318, 0.277, -0.117, 0.283, -0.252, 0.344, -1.158, -0.206, -0.856, -0.628, -0.119, 0.184, 0.151, 0.357, 0.389, 0.529, 0.333, 0.235, 0.315, 0.322, 0.234, -1.363, 0.321, -0.836, -0.080, -0.770, 0.633, 0.494, 0.353, 0.159, 0.332, 0.315, 0.488, 0.398, 0.128, 0.294, -0.208, -0.239, -1.244, 1.458, -0.973, -0.333, -0.733, -0.732, 0.310, 0.113, 0.126, -0.254, 0.429, 0.392, 0.321, 0.219, 0.257, 0.330, 0.314, -1.113, 0.365, -0.630, -0.420, -0.737, -0.271, -0.216, 0.354, 0.566, 0.345, 0.312, 0.296, 0.317, 0.256, 0.254, 0.345, -0.149, -1.982, 0.739, -0.417, -0.408, -0.355, 0.078, 0.380, 0.554, 0.381, 0.260, -0.195, 0.472, 0.305, 0.324, -0.043, -0.482, 0.056, -1.345, 0.330, -0.402, -0.330, -0.745, -0.258, 0.543, 0.221, 0.206, 0.379, 0.388, 0.047, 0.301, 0.295, 0.260, -0.049, 0.231, -1.067, 0.841, -1.026, -0.248, -0.464, -0.697, 0.450, -0.065, 0.265, 0.163, 0.252, 0.444, 0.390, 0.034, 0.124, 0.240, 0.288]}